1.
This record from the OMol25 dataset describes the molecule C23H29N3O3. The level of theory is ωB97M-V/def2-TZVPD.

Atoms and positions in Å:
O1 -2.377 -7.114 -0.673
O2 2.050 1.181 -1.510
O3 -0.746 -2.926 -2.754
N1 1.465 -0.056 0.292
N2 -0.267 -7.700 -1.356
N3 -0.593 -2.052 -0.687
C1 0.036 0.072 0.072
C2 -1.340 -6.869 -1.254
C3 -0.637 -2.118 0.767
C4 9.751 -0.951 0.813
C5 8.801 -1.304 1.759
C6 2.372 0.499 -0.555
C7 4.783 -0.559 -1.173
C8 0.914 -7.092 -1.942
C9 -0.984 -5.559 -1.949
C10 3.802 0.192 -0.241
C11 4.404 -0.616 0.938
C12 8.010 -0.097 -0.607
C13 -0.737 -3.090 -1.545
C14 7.456 -1.052 1.521
C15 7.049 -0.446 0.338
C16 0.340 -5.859 -2.663
C17 5.615 -0.164 0.081
C18 -0.747 -0.648 1.177
C19 -0.912 -4.456 -0.904
C20 4.925 1.230 -0.020
C21 -0.335 -0.365 2.611
C22 -0.406 -0.687 -1.179
C23 9.352 -0.347 -0.372
H1 -1.774 -5.315 -2.657
H2 -0.087 -4.637 -0.204
H3 -0.375 0.704 2.825
H4 4.600 -1.625 -1.314
H5 4.203 -1.690 0.951
H6 0.278 -2.567 1.175
H7 4.877 1.812 0.901
H8 0.148 -6.098 -3.708
H9 6.714 -1.330 2.260
H10 1.806 -0.611 1.058
H11 -1.341 -0.279 -1.572
H12 4.320 -0.168 1.930
H13 -1.484 -2.705 1.123
H14 -1.828 -4.464 -0.307
H15 -1.789 -0.343 1.048
H16 -1.004 -0.873 3.307
H17 9.106 -1.777 2.683
H18 1.412 -7.777 -2.628
H19 -0.266 -8.585 -0.878
H20 0.334 -0.656 -1.974
H21 10.799 -1.148 0.997
H22 0.677 -0.713 2.831
H23 5.030 -0.056 -2.107
H24 1.636 -6.809 -1.168
H25 1.024 -5.013 -2.647
H26 -0.224 1.129 -0.001
H27 5.187 1.843 -0.881
H28 7.700 0.373 -1.534
H29 10.090 -0.072 -1.114

Calculated values
Gap between HOMO and LUMO, Eh: 0.3508
E_HOMO, eV: -9.2
F_max, hartree/bohr: 0.0035

2.
This record from the OMol25 dataset describes a 2-piece molecular cluster, C5H11IN overall at a distorted geometry. The level of theory is ωB97M-V/def2-TZVPD.

Atoms and positions in Å:
I1 5.025 -0.159 0.029
N1 -0.750 -0.262 1.335
C1 0.315 1.283 -0.191
C2 -1.218 -0.601 0.173
C3 0.513 0.539 1.193
C4 -2.275 -1.447 -0.362
C5 -0.647 0.322 -0.912
H1 -1.785 -2.332 -0.618
H2 -0.230 -0.199 -1.759
H3 1.435 -0.115 1.128
H4 1.135 1.397 -0.811
H5 -2.817 -1.014 -1.153
H6 0.619 1.293 1.955
H7 6.269 0.452 -0.822
H8 -3.139 -1.526 0.435
H9 -1.127 -0.820 2.079
H10 -0.029 2.235 -0.159
H11 -1.294 0.954 -1.538

Calculated values
Net charge: +1
Gap between HOMO and LUMO, Eh: 0.2987
E_HOMO, eV: -12.5
F_max, hartree/bohr: 0.1021

3.
This record from the OMol25 dataset describes the molecule C3H11NO2Si at a distorted geometry. The level of theory is ωB97M-V/def2-TZVPD.

Atoms and positions in Å:
Si1 0.469 -0.286 -0.745
O1 0.222 -1.882 -0.787
O2 -1.123 0.668 -0.847
N1 -1.941 1.033 0.301
C1 1.349 0.111 -2.287
C2 1.487 0.002 0.829
C3 -2.429 -0.173 1.004
H1 2.429 -0.404 0.852
H2 0.797 -2.628 -0.773
H3 -1.662 -0.964 1.158
H4 2.054 0.873 -2.159
H5 -3.190 -0.742 0.507
H6 1.106 -0.225 1.805
H7 -1.595 1.817 0.796
H8 -2.889 0.244 2.062
H9 1.750 1.059 0.693
H10 0.792 0.177 -3.138
H11 2.045 -0.701 -2.501

Calculated values
Gap between HOMO and LUMO, Eh: 0.3307
E_HOMO, eV: -8.4
F_max, hartree/bohr: 0.0657

4.
This record from the OMol25 dataset describes a 4-piece molecular cluster, C3H14O3S overall at a distorted geometry. The level of theory is ωB97M-V/def2-TZVPD.

Atoms and positions in Å:
S1 -0.884 1.323 -1.057
O1 -1.125 -4.669 2.896
O2 -2.540 3.719 -3.061
O3 1.613 -2.721 3.358
C1 0.016 -0.178 -0.594
C2 0.148 2.351 -2.030
C3 0.960 0.093 0.634
H1 1.491 1.027 0.431
H2 1.071 2.729 -1.561
H3 2.274 -3.447 3.520
H4 -0.716 -0.861 -0.247
H5 0.462 1.910 -2.942
H6 0.612 -0.635 -1.389
H7 -0.380 3.289 -2.379
H8 1.611 -0.782 0.791
H9 -0.957 -3.740 2.731
H10 0.413 0.345 1.534
H11 -3.464 3.461 -3.237
H12 -2.254 3.786 -3.987
H13 2.155 -1.991 3.047
H14 -0.504 -5.010 3.542

Calculated values
Gap between HOMO and LUMO, Eh: 0.3223
E_HOMO, eV: -8.2
F_max, hartree/bohr: 0.0476

5.
This record from the OMol25 dataset describes a 31-piece molecular cluster, C17H92N2O33 overall at a distorted geometry. The level of theory is ωB97M-V/def2-TZVPD.

Atoms and positions in Å:
O1 -10.733 3.133 -1.634
O2 6.941 3.544 -0.454
O3 -2.418 1.781 -4.929
O4 3.487 -8.601 2.407
O5 -9.191 0.986 -2.705
O6 -3.558 3.995 0.694
O7 0.868 3.126 5.705
O8 1.256 -9.646 -0.322
O9 1.396 -2.982 -5.294
O10 6.240 -9.466 4.083
O11 -4.940 5.368 7.701
O12 1.376 5.359 0.071
O13 -5.821 1.946 6.732
O14 -3.090 3.592 5.758
O15 1.703 3.133 -0.771
O16 -0.482 3.640 -5.685
O17 -1.206 -2.926 -5.395
O18 -6.663 -1.259 -1.743
O19 3.565 2.972 2.978
O20 3.370 -4.858 3.013
O21 -5.761 1.942 -4.686
O22 4.327 5.825 -0.344
O23 6.045 4.253 -5.454
O24 1.197 -3.907 1.564
O25 -5.522 -1.185 -5.033
O26 4.853 -1.416 1.127
O27 -3.063 -2.214 4.262
O28 1.702 -6.632 1.075
O29 1.087 6.059 4.120
O30 -1.819 4.773 3.429
O31 5.064 2.833 -3.282
O32 -4.261 -4.652 4.290
O33 6.489 -0.432 -3.431
N1 -3.659 0.633 -2.335
N2 4.163 -1.847 -1.284
C1 2.576 0.001 -1.473
C2 2.947 -1.447 -2.145
C3 1.395 0.939 -2.115
C4 2.004 -0.014 2.766
C5 -2.865 -0.284 -1.410
C6 2.267 0.685 1.270
C7 -0.628 -1.878 -1.500
C8 0.999 4.423 -0.843
C9 -0.037 1.742 3.407
C10 0.471 0.181 3.315
C11 -0.655 -0.727 2.483
C12 1.896 2.527 -2.099
C13 3.969 -1.276 0.136
C14 1.953 -2.735 -1.946
C15 -1.751 -1.053 -2.375
C16 2.515 -0.454 0.100
C17 0.449 -2.550 -2.588
H1 -5.203 2.549 6.293
H2 0.728 6.896 4.449
H3 2.208 -7.175 1.697
H4 -8.463 0.611 -2.187
H5 -5.043 -4.174 3.976
H6 -2.324 -1.773 -3.130
H7 1.835 -3.085 -0.813
H8 4.396 -8.857 2.625
H9 7.117 -9.850 3.933
H10 5.159 4.009 -5.146
H11 -3.623 -1.075 -0.940
H12 0.601 3.924 6.185
H13 0.824 2.521 3.557
H14 -3.055 4.480 1.366
H15 -2.954 1.245 -2.835
H16 6.907 -0.041 -2.649
H17 -2.168 2.493 -5.537
H18 6.231 2.907 -0.622
H19 1.012 -9.405 -1.228
H20 5.817 3.433 -3.174
H21 6.473 4.356 -0.207
H22 3.789 -4.467 3.795
H23 0.436 -10.001 0.054
H24 -1.145 -2.744 -0.862
H25 5.341 2.235 -3.992
H26 3.722 3.138 2.036
H27 1.374 3.167 -2.954
H28 1.788 2.987 5.977
H29 7.110 -1.121 -3.710
H30 3.062 2.604 -2.332
H31 -10.368 3.845 -2.180
H32 -1.286 -0.195 -3.054
H33 4.896 -1.268 -1.794
H34 -10.285 2.337 -1.957
H35 -0.758 -3.722 -5.718
H36 -2.376 0.280 -0.505
H37 1.666 -7.170 0.270
H38 2.190 -1.187 2.650
H39 2.106 -4.163 1.782
H40 -1.255 4.246 4.016
H41 0.111 4.657 -1.606
H42 -4.523 -5.584 4.248
H43 -4.900 -1.874 -5.311
H44 1.244 6.225 3.179
H45 -6.385 -1.857 -2.453
H46 3.584 0.608 -1.604
H47 -9.518 0.238 -3.226
H48 0.043 -3.655 -2.789
H49 -3.450 4.429 6.087
H50 -1.201 5.376 2.990
H51 0.720 -4.749 1.524
H52 3.139 -1.335 -3.313
H53 -4.107 3.384 1.208
H54 -0.356 4.128 -4.858
H55 1.781 -1.304 0.443
H56 -0.653 2.098 2.460
H57 0.391 3.660 -6.104
H58 -2.933 3.758 4.817
H59 2.014 -2.379 -5.734
H60 -0.841 -2.214 -5.942
H61 -5.033 1.567 -4.167
H62 -0.225 -1.760 2.120
H63 2.840 0.387 3.481
H64 -1.206 -0.122 1.644
H65 2.461 -3.663 -2.495
H66 3.205 3.809 3.307
H67 3.992 -5.547 2.735
H68 -5.650 4.731 7.533
H69 -3.390 -2.963 3.741
H70 1.960 -3.509 -4.708
H71 5.907 4.524 -6.374
H72 -5.104 -0.794 -4.251
H73 6.051 -9.666 5.012
H74 -1.489 -0.985 3.296
H75 -5.909 -0.659 -1.634
H76 3.222 1.357 1.339
H77 0.444 -2.003 -3.626
H78 -0.079 -1.151 -0.742
H79 -2.335 -2.590 4.781
H80 3.441 5.580 -0.037
H81 -0.766 1.842 4.328
H82 -6.088 1.193 -5.207
H83 4.189 6.095 -1.264
H84 0.443 -0.237 4.431
H85 -2.905 1.156 -5.487
H86 -4.356 1.209 -1.811
H87 0.329 0.787 -1.655
H88 3.010 -9.444 2.367
H89 1.334 0.654 -3.273
H90 1.283 1.256 0.992
H91 -5.408 6.180 7.948
H92 -5.258 1.420 7.319

Calculated values
Gap between HOMO and LUMO, Eh: 0.3098
E_HOMO, eV: -8.9
F_max, hartree/bohr: 0.1680

6.
This record from the OMol25 dataset describes C33H42As4N2OPtS2 as an isolated structure. The level of theory is ωB97M-V/def2-TZVPD.

Atoms and positions in Å:
Pt1 2.226 -1.031 -0.323
As1 -0.723 -2.477 0.412
As2 0.371 6.500 -0.538
As3 2.356 1.316 -1.036
As4 -1.218 1.862 0.022
S1 2.579 -2.949 0.842
S2 4.011 -1.475 -1.582
O1 0.150 -1.058 0.211
N1 4.531 -6.063 0.760
N2 6.488 -4.090 -2.353
C1 -2.568 -1.971 0.387
C2 -1.596 -5.596 -2.186
C3 1.646 4.685 1.670
C4 -0.405 -3.361 2.080
C5 1.622 1.946 -2.721
C6 -0.153 6.714 -2.418
C7 2.242 2.787 0.280
C8 -5.219 -1.187 0.255
C9 3.881 -3.702 -0.040
C10 -0.028 -3.202 4.443
C11 -0.498 -5.652 -3.034
C12 -4.746 -1.839 1.384
C13 1.085 3.760 0.573
C14 -4.369 -0.935 -0.817
C15 -0.247 -4.740 2.133
C16 0.751 4.562 -0.704
C17 0.021 -5.347 3.348
C18 -2.200 1.189 1.580
C19 0.544 -4.749 -2.886
C20 -0.589 -3.748 -1.024
C21 5.615 -3.635 -1.757
C22 -2.654 3.093 -0.531
C23 -1.451 6.468 0.194
C24 -3.416 -2.237 1.452
C25 -0.298 -2.587 3.229
C26 0.504 -3.793 -1.881
C27 -1.646 -4.641 -1.183
C28 4.519 -3.059 -1.050
C29 4.237 1.687 -1.397
C30 4.253 -5.011 0.385
C31 -3.043 -1.329 -0.753
C32 0.132 -4.579 4.500
C33 -0.155 3.085 1.157
H1 0.149 2.482 2.019
H2 1.400 -4.788 -3.547
H3 -1.528 0.571 2.174
H4 -2.414 -6.293 -2.308
H5 -1.432 6.189 1.248
H6 4.799 1.562 -0.473
H7 -0.458 -6.399 -3.816
H8 -2.509 -4.596 -0.529
H9 -1.860 7.475 0.118
H10 -2.092 5.780 -0.352
H11 4.636 0.994 -2.132
H12 2.568 2.304 1.207
H13 -3.519 2.486 -0.801
H14 0.723 6.597 -3.056
H15 -2.556 2.027 2.182
H16 1.615 4.554 -1.375
H17 3.076 3.412 -0.046
H18 -5.410 -2.038 2.215
H19 0.535 1.971 -2.680
H20 2.015 2.932 -2.963
H21 -6.254 -0.876 0.206
H22 -4.741 -0.432 -1.700
H23 -3.049 0.589 1.268
H24 -0.296 -5.334 1.229
H25 0.355 -5.055 5.445
H26 0.891 5.398 2.010
H27 0.166 -6.418 3.394
H28 1.958 4.096 2.535
H29 1.936 1.230 -3.479
H30 -2.936 3.768 0.277
H31 1.321 -3.092 -1.775
H32 -0.554 7.716 -2.568
H33 0.070 -2.605 5.340
H34 2.506 5.257 1.316
H35 -0.907 5.980 -2.704
H36 -0.841 3.847 1.538
H37 -0.066 4.092 -1.259
H38 -2.364 3.673 -1.407
H39 -0.394 -1.509 3.175
H40 4.337 2.711 -1.758
H41 -3.047 -2.743 2.336
H42 -2.375 -1.124 -1.582

Calculated values
Gap between HOMO and LUMO, Eh: 0.2621
E_HOMO, eV: -7.2
F_max, hartree/bohr: 0.0103